Entry 1:
{"formula": "C29H58F3O13PS", "method": "wB97M-V/def2-TZVPD", "homo_lumo_gap_ev": 9.68, "total_energy_ha": -3157.012327, "homo_energy_ev": -9.1, "species": ["C", "C", "O", "P", "O", "O", "C", "O", "C", "F", "F", "F", "O", "S", "C", "O", "O", "H", "H", "H", "H", "H", "H", "H", "H", "H", "H", "C", "C", "C", "O", "C", "H", "H", "H", "H", "H", "H", "H", "H", "C", "C", "C", "O", "C", "H", "H", "H", "H", "H", "H", "H", "H", "C", "C", "C", "O", "C", "H", "H", "H", "H", "H", "H", "H", "H", "C", "C", "C", "O", "C", "H", "H", "H", "H", "H", "H", "H", "H", "C", "C", "C", "O", "C", "H", "H", "H", "H", "H", "H", "H", "H", "C", "C", "C", "O", "C", "H", "H", "H", "H", "H", "H", "H", "H"], "coordinates": [[-3.500, -6.904, -2.544], [-4.324, -5.649, -2.156], [-3.948, -4.559, -3.066], [-3.484, -3.218, -2.368], [-3.691, -2.132, -3.292], [-1.939, -3.222, -1.951], [-1.071, -3.409, -3.071], [0.107, -4.076, -2.703], [0.932, -3.345, -1.928], [1.045, -2.084, -2.294], [0.630, -3.409, -0.652], [2.143, -3.889, -2.038], [-4.454, -2.960, -1.061], [-3.718, -2.991, 0.407], [-2.906, -1.416, 0.648], [-2.856, -4.106, 0.591], [-4.761, -3.044, 1.369], [-4.172, -7.584, -3.074], [-2.744, -6.612, -3.279], [-3.021, -7.387, -1.694], [-5.388, -5.821, -2.290], [-4.118, -5.435, -1.106], [-1.581, -4.068, -3.781], [-0.900, -2.477, -3.611], [-2.307, -1.100, -0.207], [-3.701, -0.684, 0.796], [-2.359, -1.481, 1.591], [3.789, 1.233, -3.565], [2.881, 0.179, -2.949], [1.852, 1.035, -2.227], [1.727, 2.251, -2.975], [2.794, 2.320, -3.932], [4.362, 0.875, -4.415], [4.490, 1.603, -2.816], [2.396, -0.402, -3.737], [3.398, -0.513, -2.285], [2.188, 1.293, -1.215], [0.878, 0.550, -2.155], [2.366, 2.146, -4.926], [3.235, 3.318, -3.914], [8.621, -0.652, -4.326], [7.708, -1.705, -3.715], [6.680, -0.846, -2.996], [6.564, 0.371, -3.743], [7.631, 0.441, -4.697], [9.198, -1.010, -5.178], [9.321, -0.283, -3.572], [7.225, -2.282, -4.507], [8.220, -2.400, -3.051], [7.012, -0.592, -1.983], [5.702, -1.326, -2.929], [7.207, 0.270, -5.693], [8.074, 1.437, -4.675], [-8.634, -3.614, 0.548], [-9.289, -4.989, 0.531], [-8.508, -5.695, -0.566], [-7.190, -5.137, -0.557], [-7.179, -3.958, 0.268], [-8.768, -3.073, 1.483], [-9.038, -3.001, -0.263], [-9.126, -5.489, 1.489], [-10.361, -4.964, 0.339], [-8.949, -5.508, -1.552], [-8.447, -6.774, -0.413], [-6.646, -4.193, 1.186], [-6.652, -3.160, -0.243], [2.573, 3.776, 0.808], [2.162, 3.415, 2.229], [1.035, 4.400, 2.488], [0.411, 4.654, 1.221], [1.234, 4.123, 0.175], [3.095, 2.976, 0.284], [3.221, 4.656, 0.821], [1.778, 2.391, 2.256], [2.968, 3.495, 2.956], [1.417, 5.346, 2.872], [0.292, 4.015, 3.190], [0.740, 3.230, -0.223], [1.326, 4.855, -0.627], [4.368, 7.604, 4.670], [5.355, 6.449, 4.755], [4.440, 5.282, 5.091], [3.172, 5.566, 4.488], [3.155, 6.931, 4.049], [4.729, 8.449, 4.085], [4.126, 7.962, 5.674], [5.825, 6.289, 3.782], [6.143, 6.597, 5.493], [4.290, 5.193, 6.172], [4.817, 4.330, 4.713], [3.215, 6.936, 2.955], [2.215, 7.397, 4.347], [-3.445, 2.283, 3.646], [-3.040, 1.983, 5.083], [-2.881, 0.469, 5.053], [-2.462, 0.128, 3.725], [-2.619, 1.268, 2.876], [-3.252, 3.310, 3.338], [-4.511, 2.082, 3.510], [-2.080, 2.455, 5.304], [-3.764, 2.319, 5.823], [-3.833, -0.035, 5.248], [-2.144, 0.108, 5.771], [-1.622, 1.659, 2.648], [-3.094, 0.964, 1.943]], "lowdin_charge": [-0.0442, -0.2113, -0.1551, 0.3797, -0.1966, -0.1414, -0.1832, 0.1150, -0.7570, 0.1840, 0.2080, 0.1736, -0.2701, 0.5768, -0.0949, -0.2526, -0.2749, 0.0732, 0.0733, 0.0768, 0.1108, 0.0928, 0.1401, 0.1517, 0.0769, 0.0670, 0.0803, -0.1771, -0.1787, -0.2080, -0.1419, -0.1935, 0.1042, 0.1142, 0.1116, 0.1051, 0.1035, 0.1089, 0.1168, 0.1166, -0.1726, -0.1697, -0.1979, -0.1742, -0.1972, 0.1122, 0.1142, 0.1155, 0.1129, 0.1210, 0.1103, 0.1189, 0.1180, -0.1596, -0.1724, -0.2054, -0.1487, -0.2064, 0.1143, 0.1149, 0.1139, 0.1104, 0.1168, 0.1154, 0.1044, 0.0948, -0.1645, -0.1610, -0.1945, -0.1399, -0.2009, 0.0999, 0.1123, 0.1127, 0.0966, 0.0891, 0.1131, 0.1092, 0.1189, -0.1699, -0.1709, -0.1997, -0.1676, -0.2094, 0.1133, 0.1148, 0.1146, 0.1122, 0.1184, 0.1140, 0.1169, 0.1209, -0.1636, -0.1691, -0.1971, -0.1475, -0.2059, 0.1148, 0.1158, 0.1122, 0.1123, 0.1184, 0.1167, 0.1187, 0.0918]}

=====

Entry 2:
{"formula": "C3H3BrO2", "method": "wB97M-V/def2-TZVPD", "homo_lumo_gap_ev": [9.30, 4.40], "total_energy_ha": -2840.441788, "homo_energy_ev": [-10.0, -8.5], "species": ["C", "C", "C", "O", "O", "Br", "H", "H", "H"], "coordinates": [[-1.498, -1.367, 0.260], [0.803, 0.164, 0.485], [-0.542, -0.348, 0.484], [-1.202, -2.546, 0.180], [-0.424, 0.951, 0.433], [4.459, -0.227, 0.031], [-2.533, -1.000, 0.155], [1.357, 0.238, 1.414], [1.391, 0.165, -0.427]], "nbo_charge": [0.2233, -0.1366, 0.2717, -0.5019, -0.3957, 0.0027, 0.1320, 0.2015, 0.2031]}

=====

Entry 3:
{"formula": "C25H45ClP2Rh", "method": "wB97M-V/def2-TZVPD", "s_squared": 6.026, "spin_multiplicity": 5, "homo_lumo_gap_ev": [6.47, 5.84], "charge": 1, "total_energy_ha": -2232.543198, "homo_energy_ev": [-8.7, -9.6], "species": ["Rh", "C", "C", "C", "C", "C", "C", "H", "H", "H", "C", "H", "H", "H", "C", "H", "H", "H", "C", "H", "H", "H", "C", "H", "H", "H", "C", "C", "C", "C", "C", "C", "C", "C", "H", "H", "H", "H", "H", "H", "H", "H", "H", "H", "H", "H", "P", "P", "C", "C", "H", "H", "H", "H", "C", "H", "H", "H", "C", "H", "H", "H", "C", "H", "H", "H", "C", "H", "H", "H", "Cl", "C", "H", "H"], "coordinates": [[-2.283, 1.222, -0.686], [3.196, 1.923, 0.407], [2.487, 1.745, 1.639], [4.066, 0.077, 1.481], [4.134, 0.868, 0.290], [3.059, 0.628, 2.321], [3.044, 3.027, -0.570], [2.103, 3.566, -0.413], [3.030, 2.634, -1.599], [3.867, 3.763, -0.511], [5.075, 0.666, -0.834], [4.620, 0.984, -1.781], [5.376, -0.383, -0.931], [5.992, 1.257, -0.690], [4.948, -1.061, 1.801], [5.862, -0.722, 2.318], [5.299, -1.580, 0.892], [4.467, -1.792, 2.469], [2.693, 0.134, 3.669], [3.377, 0.518, 4.443], [2.751, -0.964, 3.704], [1.680, 0.457, 3.947], [1.376, 2.591, 2.122], [1.715, 3.437, 2.745], [0.656, 2.011, 2.719], [0.814, 3.014, 1.278], [-3.382, 0.397, -2.149], [-3.557, 1.842, -2.082], [-4.829, 2.410, -1.500], [-4.921, 2.213, 0.047], [-3.677, 1.577, 0.653], [-3.389, 0.157, 0.545], [-4.340, -0.810, -0.138], [-4.415, -0.597, -1.661], [-5.688, 1.961, -2.002], [-5.828, 1.655, 0.310], [-4.904, 3.483, -1.736], [-5.405, -0.256, -1.958], [-2.910, 0.107, -3.115], [-3.058, 2.385, -2.906], [-4.260, -1.568, -2.157], [-3.979, -1.827, 0.084], [-2.780, -0.276, 1.344], [-5.347, -0.753, 0.304], [-5.057, 3.209, 0.504], [-3.323, 2.055, 1.585], [-1.092, -0.812, -1.665], [0.494, -2.688, 0.740], [-1.308, -2.635, -1.539], [-0.898, -3.340, -0.231], [-0.719, -3.058, -2.366], [-2.375, -2.790, -1.772], [-1.769, -3.376, 0.439], [-0.619, -4.359, -0.528], [1.708, -3.933, 1.216], [2.600, -3.453, 1.657], [2.018, -4.552, 0.356], [1.253, -4.587, 1.980], [-0.227, -1.891, 2.184], [-1.097, -2.484, 2.509], [-0.538, -0.861, 1.944], [0.488, -1.872, 3.016], [-0.537, -0.595, -3.391], [0.060, 0.322, -3.478], [-1.415, -0.530, -4.055], [0.071, -1.463, -3.688], [-0.440, 2.054, -1.246], [0.388, 1.377, -0.983], [-0.373, 2.972, -0.652], [-0.413, 2.292, -2.319], [2.345, -2.142, -1.582], [1.362, -1.439, -0.264], [2.029, -0.804, 0.334], [0.650, -0.736, -0.812]], "mulliken_spin": [1.4882, 0.1655, 0.1439, 0.2560, 0.2332, 0.0743, 0.0112, -0.0020, 0.0007, 0.0022, -0.0006, 0.0081, -0.0016, 0.0149, -0.0049, 0.0271, -0.0019, 0.0090, 0.0169, -0.0050, -0.0010, -0.0006, 0.0057, 0.0305, 0.0088, 0.0126, 0.0651, 0.0368, 0.0357, 0.0472, -0.0148, 0.0182, 0.0272, 0.0508, 0.0062, -0.0044, 0.0062, -0.0126, -0.0568, -0.0096, 0.0060, -0.0034, -0.0257, -0.0082, 0.0082, 0.0130, 0.6714, -0.0466, 0.0294, -0.0032, 0.0029, 0.0176, -0.0013, -0.0003, 0.0082, -0.0015, -0.0001, 0.0005, -0.0141, 0.0025, 0.0477, -0.0017, 0.0086, 0.0124, 0.0144, 0.0048, 0.4386, -0.1137, 0.1009, -0.0024, 0.0047, 0.0927, 0.0254, 0.0257]}

=====

Number 3 is which compound?
C25H45ClP2Rh